Record 1
8 unconnected molecules or ions with the total composition H16O8 at a distorted geometry. Source: the OMol25 dataset; level of theory: ωB97M-V/def2-TZVPD.

structure (SMILES)	O.O.O.O.O.O.O.O
HOMO-LUMO gap	10.564	eV
HOMO energy	-10.769	eV
energy relative to the best compared isomer or geometry (same formula, charge and spin)	200.5	kJ/mol

Structure (ORCA input):
```
! wB97M-V def2-TZVPD RIJCOSX def2/J DEFGRID3
* xyz 0 1
O -1.08 2.69 -22.68
O -0.81 -0.30 -26.75
O 0.85 3.73 -25.47
O -4.81 0.97 -25.16
O -5.75 3.61 -25.68
O 1.69 1.11 -26.17
O -1.35 2.17 -25.61
O -3.18 4.05 -24.67
H -1.30 3.59 -22.82
H 1.50 2.03 -25.86
H -0.01 3.37 -25.79
H -6.25 3.77 -24.90
H 2.64 0.94 -26.14
H -4.83 3.87 -25.46
H -2.12 2.64 -25.37
H -0.76 2.35 -23.53
H -4.94 1.72 -25.69
H -0.77 -1.24 -26.60
H -5.69 0.64 -25.08
H -1.63 1.37 -26.00
H 0.78 4.64 -25.09
H -3.83 4.41 -24.07
H -2.69 4.76 -25.09
H 0.12 -0.01 -26.78
*
```

Record 2
A single C5H13NO2 molecule at a distorted geometry. Source: the OMol25 dataset; level of theory: ωB97M-V/def2-TZVPD.

structure (SMILES)	C[C@@H](O)C[C@H](N)CO
HOMO-LUMO gap	10.113	eV
HOMO energy	-9.295	eV
energy relative to the best compared isomer or geometry (same formula, charge and spin)	112.1	kJ/mol

Structure (ORCA input):
```
! wB97M-V def2-TZVPD RIJCOSX def2/J DEFGRID3
* xyz 0 1
O 3.27 -0.10 -1.00
O -1.17 -1.14 1.53
N 1.27 0.60 1.17
C 0.98 -0.12 -0.04
C -0.45 0.09 -0.51
C -1.48 -0.04 0.71
C 1.94 0.29 -1.27
C -2.90 -0.23 0.17
H -3.60 -0.31 1.00
H -0.58 1.07 -0.96
H -0.70 -0.69 -1.24
H -0.32 -0.94 1.94
H -2.95 -1.14 -0.41
H 2.26 0.54 1.39
H 1.60 -0.12 -2.23
H -1.44 0.88 1.30
H 1.96 1.38 -1.35
H 3.31 -1.06 -0.99
H -3.18 0.62 -0.44
H 1.04 1.59 1.07
H 1.15 -1.18 0.16
*
```

Record 3
A molecular structure, C24H19N6OReSe. Source: the OMol25 dataset; level of theory: ωB97M-V/def2-TZVPD.

HOMO-LUMO gap (alpha / beta)	6.207 / 6.727	eV
expectation value of S²	0.77
HOMO energy (alpha / beta)	-9.847 / -11.308	eV
energy relative to the best compared isomer or geometry (same formula, charge and spin)	0.0	kJ/mol

Structure (ORCA input):
```
! wB97M-V def2-TZVPD RIJCOSX def2/J DEFGRID3
* xyz 1 2
Re -1.39 -0.70 0.87
Se -1.48 -1.18 3.02
O -0.71 1.09 0.34
N -3.00 0.36 0.40
N 2.59 -1.53 -0.31
N -2.62 -2.09 -0.03
N -2.89 1.74 0.42
N 9.24 -0.56 0.52
N 0.44 -1.40 0.03
C 0.66 -2.23 -1.05
C -1.68 5.79 0.55
C -4.09 -0.24 -0.05
C 0.18 3.73 0.41
C 0.61 5.05 0.45
C 6.70 -0.93 0.20
C 1.63 -0.98 0.44
C -0.32 6.08 0.52
C 8.11 -0.72 0.38
C -2.11 4.48 0.51
C -1.18 3.44 0.44
C 5.84 0.17 0.14
C 4.49 -0.03 -0.04
C -5.34 0.49 -0.38
C -4.60 -3.83 -0.92
C -2.35 -3.40 -0.22
C -4.89 -2.51 -0.71
C 4.00 -1.32 -0.14
C 6.20 -2.22 0.09
C 4.84 -2.42 -0.07
C -3.30 -4.29 -0.66
C -3.90 -1.64 -0.26
C -1.63 2.04 0.41
C 1.99 -2.34 -1.25
H 4.44 -3.43 -0.13
H 3.82 0.82 -0.12
H 0.90 2.92 0.36
H -5.36 -4.51 -1.27
H -5.89 -2.12 -0.89
H 0.01 7.11 0.55
H -3.17 4.24 0.53
H 1.80 -0.32 1.27
H -6.18 0.08 0.19
H 6.25 1.17 0.21
H -2.40 6.59 0.60
H -0.15 -2.67 -1.61
H -5.24 1.54 -0.14
H -1.35 -3.72 0.02
H -3.03 -5.33 -0.79
H -5.58 0.39 -1.44
H 1.67 5.27 0.43
H 2.57 -2.87 -1.99
H 6.87 -3.07 0.15
*
```